# C6H8

The molecule C6H8 (ωB97M-V with the def2-TZVPD basis set, OMol25).

Each line ends with the natural charge from an NBO analysis.
Geometry (Å):
C  2.962090  -0.557939  -0.227456  -0.2807
C  1.758552  -0.201635  0.086430  -0.4199
C  0.379781  -0.036690  0.008058  0.1240
C  -0.540658  1.172124  -0.106424  -0.4420
C  -1.717835  0.187974  -0.345606  -0.3919
C  -0.780809  -1.008271  -0.043458  -0.4468
H  3.733602  -0.632208  0.540908  0.1772
H  1.506259  0.239774  1.150159  0.3419
H  -0.648007  1.768505  0.804281  0.2255
H  -0.308341  1.852321  -0.932839  0.2276
H  -2.565139  0.302414  0.334619  0.2106
H  -2.095559  0.194055  -1.370915  0.2129
H  -0.700399  -1.785678  -0.812229  0.2311
H  -0.983535  -1.494750  0.914477  0.2304

Cartesian forces (eV/Å) of the 6 atoms listed first:
-0.040 0.045 0.230
-0.118 -0.060 -0.607
0.329 0.039 0.204
0.103 0.170 0.011
-0.191 0.020 -0.018
0.065 -0.167 0.144

HOMO (alpha / beta) ... -7.4 / -7.4 eV
Maximum force ... 0.62 eV/A
Frontier orbital gap (alpha / beta) ... 7.4 / 7.4 eV